(1)
43
Properties=species:S:1:pos:R:3:forces:R:3 method="wB97M-V/def2-TZVPD" gap_ev=7.32 e_above_lowest_kj_mol=42.9 spin_multiplicity=1 e_tot_ev=-118405.1065 total_charge=+3 homo_ev=-18.94 lumo_energy_ev=-11.6209
Os -0.250 1.043 -0.363 0.2 -0.3 0.1
C -1.877 -1.809 2.608 0.0 0.0 0.0
C -1.305 -0.678 1.836 0.0 0.0 0.0
N -0.970 -0.681 0.589 0.0 0.1 0.1
N -1.343 -1.746 -0.218 -0.1 -0.2 0.0
C -1.693 -1.451 -1.466 0.0 0.1 -0.1
N -2.056 -2.359 -2.330 0.0 0.0 0.0
S -1.665 0.254 -1.920 -0.1 0.0 0.0
C -1.210 0.670 2.405 0.0 0.0 0.1
C -1.589 0.993 3.692 0.0 0.0 0.0
C -1.718 2.335 4.044 0.0 0.0 0.0
C -1.480 3.307 3.087 0.0 0.0 0.0
C -1.055 2.922 1.826 0.0 0.0 0.0
N -0.912 1.632 1.494 0.0 0.0 -0.1
H -1.878 -2.753 2.073 0.0 0.0 0.0
H -2.906 -1.578 2.897 0.0 0.0 0.0
H -1.302 -1.949 3.526 0.0 0.0 0.0
H -1.192 -2.694 0.106 0.0 0.0 0.0
H -2.122 -3.346 -2.106 0.0 0.0 0.0
H -2.295 -2.097 -3.279 0.0 0.0 0.0
H -1.809 0.214 4.408 0.0 0.0 0.0
H -2.017 2.609 5.048 0.0 0.0 0.0
H -1.601 4.359 3.305 0.0 0.0 0.0
H -0.811 3.655 1.069 0.0 0.0 0.0
F 1.391 0.036 -2.294 0.0 0.0 0.0
C 1.394 -0.188 -0.958 -0.1 0.2 0.0
F 1.109 -1.488 -0.756 0.1 0.0 0.0
C 2.866 -0.024 -0.480 0.0 0.0 0.0
F 3.392 1.121 -0.918 -0.1 0.0 0.0
F 2.910 -0.057 0.855 0.0 -0.1 0.1
F 3.569 -1.020 -0.969 0.0 0.0 0.0
Se 0.487 4.009 -2.773 -0.1 0.1 0.0
N 1.802 4.857 -2.010 0.1 0.0 0.0
C 2.130 4.264 -0.867 0.0 0.0 0.0
C 3.143 4.582 0.088 0.0 0.0 0.0
C 3.229 3.769 1.185 0.0 0.0 0.0
C 2.374 2.643 1.362 0.1 0.0 0.0
N 1.436 2.326 0.491 0.0 -0.1 0.0
C 1.329 3.145 -0.573 0.0 0.1 0.0
N 0.364 2.819 -1.411 0.0 0.0 -0.1
H 3.807 5.424 -0.061 0.0 0.0 0.0
H 3.975 3.954 1.946 0.0 0.0 0.0
H 2.499 2.001 2.225 0.0 0.0 0.0

=====

(2)
37
Properties=species:S:1:pos:R:3:forces:R:3 method="wB97M-V/def2-TZVPD" gap_ev=8.26 e_above_lowest_kj_mol=60.9 spin_multiplicity=1 smiles="CSc1ccc(NC(=O)CSc2nc3[nH]c(=O)cc(O)c3s2)cc1" e_tot_ev=-58883.4905 homo_ev=-8.33 lumo_energy_ev=-0.0749
C 5.088 -4.236 1.629 0.4 -0.5 -1.2
S 3.805 -4.156 2.881 0.3 -0.8 -0.3
C 2.986 -2.707 2.331 -1.1 -1.1 -1.7
C 2.046 -2.641 1.282 -1.1 2.2 0.6
C 1.361 -1.414 1.057 0.8 -0.6 0.4
C 1.699 -0.238 1.806 -2.2 0.0 -2.1
N 1.086 1.070 1.574 1.9 0.0 0.8
C -0.087 1.562 1.080 0.4 -0.4 1.6
O -0.899 0.826 0.626 -1.8 -1.5 -1.4
C -0.447 3.045 1.257 1.2 -1.1 1.8
S -0.273 3.839 -0.265 1.6 1.6 -1.9
C -1.276 2.869 -1.302 -1.2 0.6 0.7
N -2.519 2.835 -0.948 -1.3 -0.6 -0.3
C -3.262 2.075 -1.820 -0.7 -0.6 0.8
N -4.597 1.701 -1.637 1.7 1.2 -0.1
C -5.259 0.891 -2.574 4.6 0.4 0.8
O -6.234 0.449 -2.116 -5.6 -2.2 0.3
C -4.509 0.361 -3.701 -0.8 -0.4 -1.3
C -3.185 0.637 -3.871 -1.0 0.9 0.8
O -2.497 0.096 -4.905 0.3 0.5 0.7
C -2.581 1.577 -2.886 1.4 -0.8 -1.7
S -0.864 2.096 -2.758 -1.1 -0.6 -0.4
C 2.693 -0.299 2.732 0.8 -0.5 0.9
C 3.271 -1.575 2.979 1.7 3.4 1.3
H 4.737 -4.385 0.596 -0.4 0.1 0.4
H 5.720 -3.373 1.606 0.1 0.8 0.2
H 5.787 -5.056 1.765 -0.2 -0.4 0.6
H 1.720 -3.454 0.665 0.2 -0.6 0.0
H 0.579 -1.427 0.294 0.3 0.4 0.3
H 1.698 1.734 2.000 0.0 0.7 0.1
H -1.462 3.122 1.662 0.3 -0.1 0.0
H 0.309 3.540 1.921 -0.8 -0.2 -0.4
H -5.057 1.545 -0.724 0.8 0.8 -0.6
H -5.154 -0.346 -4.326 1.5 1.0 0.7
H -1.592 0.414 -4.817 0.2 -0.2 -0.3
H 3.011 0.618 3.290 -0.2 -1.1 -0.5
H 4.160 -1.593 3.619 -0.6 0.0 0.2

=====

(3)
37
Properties=species:S:1:pos:R:3:forces:R:3 method="wB97M-V/def2-TZVPD" gap_ev="7.60 / 7.62" e_above_lowest_kj_mol=2.4 spin_multiplicity=3 e_tot_ev=-70963.1154 total_charge=-1 homo_ev="-4.56 / -4.59" lumo_energy_ev="3.0369 / 3.0300"
Ni -1.133 0.701 -0.623 0.1 -0.1 0.1
O -0.840 0.725 -2.588 -0.1 0.0 -0.2
C 0.191 0.406 -3.292 -0.1 0.0 0.1
C 0.103 0.442 -4.712 0.0 0.0 0.0
C 1.171 0.127 -5.518 0.0 0.0 0.0
C 2.405 -0.246 -4.967 0.0 0.0 0.0
C 2.519 -0.292 -3.596 0.0 0.0 0.0
C 1.449 0.015 -2.742 0.0 0.0 0.0
C 1.681 -0.092 -1.321 0.1 -0.1 -0.1
N 0.800 0.073 -0.408 -0.2 0.0 0.0
N 1.231 -0.121 0.897 0.0 0.1 -0.1
C 0.258 0.177 1.723 -0.2 -0.1 0.1
O -0.910 0.589 1.407 0.1 0.0 0.1
C 0.556 -0.027 3.176 -0.1 0.1 0.1
C -0.497 -0.044 4.087 0.0 0.1 0.0
C -0.252 -0.238 5.440 0.1 0.0 0.0
C 1.050 -0.403 5.895 -0.1 0.0 0.0
C 2.103 -0.376 4.990 0.0 0.0 0.0
C 1.858 -0.192 3.636 0.1 -0.1 0.1
H -0.852 0.739 -5.129 0.0 0.0 0.0
H 1.057 0.171 -6.595 0.0 0.0 0.0
H 3.247 -0.490 -5.603 0.0 0.0 0.0
H 3.464 -0.580 -3.145 0.0 0.0 0.0
H 2.689 -0.353 -0.991 0.0 0.0 0.0
H -1.499 0.110 3.709 0.0 0.0 0.0
H -1.078 -0.254 6.141 0.0 0.0 0.0
H 1.244 -0.545 6.952 0.0 0.0 0.0
H 3.121 -0.498 5.343 0.0 0.0 0.0
H 2.669 -0.178 2.921 0.0 0.0 0.0
N -2.620 -0.791 -0.650 0.2 -0.1 -0.1
N -3.846 -0.148 -0.373 0.0 0.0 0.0
C -3.884 1.277 -0.555 0.0 0.0 0.0
O -5.008 1.766 -0.589 0.1 0.0 0.0
O -2.753 1.849 -0.629 0.0 0.0 0.0
H -2.592 -1.204 -1.578 0.0 0.0 0.0
H -2.444 -1.500 0.050 0.0 0.0 0.0
H -4.661 -0.594 -0.765 0.0 0.0 0.0

=====

(4)
38
Properties=species:S:1:pos:R:3:forces:R:3 method="wB97M-V/def2-TZVPD" gap_ev=8.43 e_above_lowest_kj_mol=194.6 spin_multiplicity=1 e_tot_ev=-52671.6005 homo_ev=-9.41 lumo_energy_ev=-0.9832
Rh -2.038 1.800 0.210 0.5 0.3 -0.1
O -1.173 4.041 -0.486 0.0 0.1 -0.1
S -0.039 3.171 -0.755 -0.1 -0.2 -0.2
O 0.925 3.571 -1.715 0.0 0.0 0.0
O -0.867 1.820 -1.428 0.2 0.1 -0.3
O 0.439 2.551 0.489 -0.1 0.1 -0.1
O -3.873 -0.422 -2.378 0.0 -0.1 0.0
C -3.090 -0.156 -1.505 -0.1 0.0 0.1
O -3.407 0.526 -0.418 0.0 0.1 -0.1
C -1.661 -0.714 -1.559 0.1 0.0 0.0
P -0.525 0.199 -0.480 -0.1 0.0 0.6
C 1.176 0.182 -1.095 -0.1 0.1 -0.1
C 1.400 0.216 -2.468 0.0 0.0 0.0
C 2.696 0.206 -2.960 0.0 0.0 0.0
C 3.768 0.193 -2.080 0.0 0.0 0.0
C 3.546 0.191 -0.709 0.0 0.0 0.0
C 2.254 0.183 -0.215 0.0 0.0 0.0
C -0.326 -0.954 0.952 -0.1 0.0 -0.1
C 0.312 -2.169 0.679 0.0 0.0 0.0
C 0.423 -3.141 1.658 0.0 0.0 0.0
C -0.088 -2.910 2.930 0.0 0.0 0.0
C -0.713 -1.707 3.210 0.0 0.0 0.0
C -0.836 -0.738 2.222 0.1 0.0 0.0
H -1.327 -0.761 -2.592 0.0 0.1 0.0
H -1.714 -1.732 -1.169 0.0 0.0 -0.1
H 0.568 0.270 -3.157 0.0 0.0 0.0
H 2.866 0.226 -4.028 0.0 0.0 0.0
H 4.780 0.198 -2.463 0.0 0.0 0.0
H 4.383 0.204 -0.023 0.0 0.0 0.0
H 2.082 0.196 0.853 0.0 0.0 0.0
H 0.725 -2.361 -0.304 0.0 0.0 0.0
H 0.913 -4.078 1.430 0.0 0.0 0.0
H 0.005 -3.667 3.697 0.0 0.0 0.0
H -1.111 -1.519 4.199 0.0 0.0 0.0
H -1.324 0.195 2.447 0.0 0.0 0.0
N -3.077 2.295 3.053 0.0 0.0 -0.1
C -2.760 2.012 1.977 -0.3 -0.3 0.4
H -3.311 2.586 3.978 0.0 0.0 0.0

=====

(5)
40
Properties=species:S:1:pos:R:3:forces:R:3 method="wB97M-V/def2-TZVPD" gap_ev=6.02 e_above_lowest_kj_mol=78.6 spin_multiplicity=1 e_tot_ev=-370285.7365 total_charge=-1 homo_ev=-3.70 lumo_energy_ev=2.3222
Cd -1.223 1.019 0.638 -0.2 0.9 0.3
C 0.056 -3.195 -0.074 -0.1 0.1 -0.1
C -0.687 -1.919 -0.345 0.3 -0.1 0.0
N -0.098 -0.779 -0.279 0.0 -0.2 0.0
N 1.219 -0.767 -0.025 0.2 -0.4 -0.1
C 1.664 0.486 0.141 -0.3 0.3 -0.1
O 0.977 1.533 0.096 0.4 -0.3 -0.2
C 3.124 0.609 0.424 0.1 0.1 0.0
C 3.877 -0.470 0.876 0.0 0.0 0.0
C 5.220 -0.299 1.172 0.0 0.0 0.0
C 5.819 0.943 1.009 0.1 0.0 0.0
C 5.071 2.021 0.556 0.0 0.0 0.0
C 3.725 1.854 0.270 0.0 0.0 0.0
C -2.137 -1.886 -0.577 -0.4 0.1 0.0
C -2.841 -2.997 -1.053 0.1 0.0 0.0
C -4.214 -2.933 -1.184 0.0 0.0 0.0
C -4.872 -1.760 -0.848 0.0 0.0 -0.1
C -4.104 -0.687 -0.428 -0.1 0.0 0.0
N -2.786 -0.740 -0.298 0.2 0.0 0.1
H 0.912 -3.285 -0.743 0.0 0.0 0.0
H -0.577 -4.075 -0.153 0.0 0.0 0.0
H 0.456 -3.131 0.941 0.0 0.0 0.0
H 3.390 -1.427 1.003 0.0 0.0 0.0
H 5.804 -1.133 1.544 0.0 0.0 0.0
H 6.869 1.074 1.244 0.0 0.0 0.0
H 5.533 2.993 0.435 0.0 0.0 0.0
H 3.116 2.681 -0.070 0.0 0.0 0.0
H -2.308 -3.896 -1.328 0.0 0.0 0.0
H -4.765 -3.795 -1.542 0.0 0.0 0.0
H -5.947 -1.667 -0.919 0.0 0.0 0.0
H -4.569 0.258 -0.171 0.0 0.0 0.0
Br -1.634 1.797 -2.689 0.0 0.2 0.0
C -2.579 3.435 -2.296 0.2 -0.2 -0.1
Br -4.337 3.089 -1.603 -0.1 0.1 0.0
H -2.684 4.001 -3.213 0.0 0.0 0.0
H -2.015 3.962 -1.533 0.0 -0.1 0.0
Se -0.883 -0.074 2.990 0.0 -0.3 0.0
Se -0.584 1.856 4.254 -0.1 0.3 0.4
Te 0.430 3.562 2.722 0.1 -0.1 0.0
Se -1.420 3.742 1.057 -0.3 -0.5 -0.2

=====

(6)
37
Properties=species:S:1:pos:R:3:forces:R:3 method="wB97M-V/def2-TZVPD" gap_ev="4.77 / 5.73" e_above_lowest_kj_mol=50.1 spin_multiplicity=3 e_tot_ev=-110047.9214 total_charge=-2 homo_ev="-0.53 / -1.49" lumo_energy_ev="4.2389 / 4.2381"
Ni 1.287 2.599 -0.671 0.2 -0.5 -0.6
Cl 1.868 -4.482 1.052 0.1 -0.3 0.1
C 2.181 -2.874 0.437 -0.8 -0.3 1.7
C 2.664 -2.715 -0.822 1.4 0.4 -2.4
C 2.828 -1.442 -1.350 -0.7 -0.5 0.8
Cl 3.235 -1.330 -3.017 0.3 0.3 -0.3
C 2.454 -0.253 -0.596 0.6 -0.1 -1.0
O 2.442 0.885 -1.114 0.1 0.4 -0.4
C 2.148 -0.509 0.760 -1.1 -0.4 0.5
C 1.716 0.536 1.633 -0.3 1.8 0.8
O 1.676 1.747 1.403 0.0 -0.8 -0.1
C 1.888 -1.792 1.230 1.1 -0.5 -0.3
H 3.025 -3.555 -1.455 -0.7 0.5 0.6
H 1.362 0.233 2.654 0.3 -0.2 -0.5
H 1.599 -1.949 2.249 -0.4 0.0 0.3
C -1.566 0.755 -2.629 -0.1 1.1 0.6
Si -0.847 1.693 -1.047 -0.4 -0.6 0.4
C -2.303 2.810 -0.725 -1.1 1.0 -0.4
C -1.145 0.369 0.368 -0.4 0.6 0.9
C -1.491 0.579 1.738 -0.7 0.5 0.5
C -1.906 -0.457 2.617 1.0 0.7 -0.4
C -1.918 -1.750 2.142 0.6 -0.8 0.0
C -1.438 -1.987 0.838 -1.2 -1.3 0.9
C -1.068 -0.960 -0.006 -0.6 -0.7 1.2
H -2.586 0.366 -2.572 0.1 -0.4 0.7
H -0.868 -0.009 -2.900 0.3 -0.5 -0.6
H -1.692 1.489 -3.430 0.7 0.0 -0.1
H -3.186 2.139 -0.674 0.1 0.3 -0.7
H -2.360 3.605 -1.548 -0.2 -1.1 1.1
H -2.388 3.291 0.247 0.6 0.4 0.1
H -1.519 1.591 2.203 0.2 -0.6 -0.8
H -2.055 -0.289 3.695 -0.2 0.2 -0.6
H -2.151 -2.580 2.843 0.0 0.5 -0.8
H -1.520 -3.038 0.495 0.5 0.7 0.0
H -0.732 -1.252 -0.953 0.4 -0.1 -1.5
I 1.384 5.012 0.275 0.0 0.3 0.3
I 0.982 3.522 -3.369 0.2 -0.1 -0.1

=====

(7)
35
Properties=species:S:1:pos:R:3:forces:R:3 method="wB97M-V/def2-TZVPD" gap_ev=9.23 e_above_lowest_kj_mol=0.0 spin_multiplicity=1 smiles="CO[C@H](c1ccccc1)[C@H](Cl)S(=O)(=O)c1ccc(Cl)cc1" e_tot_ev=-57802.2559 homo_ev=-9.26 lumo_energy_ev=-0.0386
C 2.158 0.117 -2.792 -0.4 0.4 -0.2
O 0.838 0.520 -2.410 0.7 0.3 0.0
C -0.010 -0.260 -1.618 1.4 0.2 -0.3
C -1.401 0.000 -2.318 0.7 -1.3 0.8
C -2.225 -1.071 -2.672 -1.7 1.4 -0.7
C -3.419 -0.813 -3.436 0.5 0.7 0.4
C -3.784 0.524 -3.803 2.0 -1.3 0.4
C -2.892 1.557 -3.444 0.1 -0.4 0.1
C -1.699 1.288 -2.730 -1.9 -0.1 -0.3
C 0.108 0.009 -0.105 -0.7 0.3 1.1
Cl -0.244 1.697 0.298 -0.1 -0.1 0.3
S 1.761 -0.443 1.003 -0.6 -1.1 -1.2
O 2.847 0.451 0.670 -1.0 0.2 0.5
O 1.976 -1.851 0.729 -0.4 0.3 0.3
C 1.358 -0.310 2.820 0.0 0.3 -1.0
C 1.508 0.938 3.401 0.1 0.2 0.7
C 1.427 1.079 4.789 0.0 -0.5 -0.2
C 1.192 -0.043 5.588 -0.1 0.1 -0.7
Cl 1.159 0.129 7.314 0.0 -0.1 -0.2
C 0.981 -1.290 4.998 0.2 0.5 -0.4
C 1.069 -1.424 3.602 0.0 0.0 0.5
H 2.567 1.057 -3.180 0.2 -0.4 0.1
H 2.781 -0.242 -1.964 -0.2 0.0 -0.1
H 2.118 -0.606 -3.623 0.0 0.0 0.4
H 0.352 -1.291 -1.505 -0.5 -0.6 -1.3
H -1.984 -2.048 -2.305 0.0 -0.5 -0.2
H -4.077 -1.640 -3.745 0.5 0.4 0.3
H -4.616 0.701 -4.480 0.0 0.0 0.4
H -3.136 2.584 -3.741 0.2 -0.4 0.2
H -1.075 2.082 -2.408 0.5 0.6 -0.1
H -0.708 -0.694 0.194 0.7 0.7 1.0
H 1.748 1.806 2.806 0.0 0.0 -0.1
H 1.582 2.041 5.250 0.0 0.1 0.0
H 0.784 -2.141 5.634 0.0 -0.1 -0.1
H 0.957 -2.412 3.182 0.0 0.0 -0.3